No. 1
Computed, not measured: C10H20N4 in the gas phase at a distorted geometry, with ωB97M-V with the def2-TZVPD basis set.

Properties
2S+1 = 1
HOMO = -8.5 eV
E = -16652.5968 eV
relative energy (zero: lowest compared OMol25 entry of this formula, charge and spin) = 136.04 kJ/mol

The geometry in XYZ format:
```
34
C10H20N4 ωB97M-V with the def2-TZVPD basis set
C -3.479 -1.783 -0.194
C -3.465 -0.518 0.713
C -2.830 0.728 0.083
C -1.802 0.481 -1.001
C 0.180 -0.871 -1.186
C 2.153 -0.668 0.499
C 2.796 0.737 0.189
C 3.526 1.417 1.316
C 2.484 2.275 1.911
C 0.377 -1.873 -3.277
H -3.727 -1.690 -1.232
H -2.479 -2.165 -0.116
H -4.168 -2.481 0.290
H -2.938 -0.772 1.681
H -4.537 -0.321 1.095
H -2.478 1.380 0.861
H -3.681 1.347 -0.396
H -1.613 1.450 -1.509
H -2.234 -0.068 -1.811
H -0.158 0.476 0.343
H 1.952 -1.812 -1.206
H 1.527 -0.660 1.301
H 2.945 -1.481 0.453
H 3.391 0.464 -0.711
H 2.108 1.423 -0.237
H 4.351 2.073 1.140
H 3.784 0.727 2.141
H 2.082 3.036 1.275
H 1.678 1.491 2.143
H 2.635 2.657 2.924
N -0.534 -0.071 -0.527
N 1.370 -1.245 -0.612
N -0.305 -1.335 -2.364
N 1.086 -2.348 -3.979
```

No. 2
Computed, not measured: C10H20N6O4 in the gas phase at a distorted geometry, with ωB97M-V with the def2-TZVPD basis set.

Properties
2S+1 = 1
HOMO = -9.1 eV
E = -27826.8394 eV
relative energy (zero: lowest compared OMol25 entry of this formula, charge and spin) = 85.37 kJ/mol

The geometry in XYZ format:
```
40
C10H20N6O4 ωB97M-V with the def2-TZVPD basis set
C -0.338 -1.035 0.334
C 0.820 -0.360 -0.402
C -1.154 -0.011 1.194
C -1.831 1.202 0.502
C -2.627 0.866 -0.763
C -4.798 -0.219 -0.131
C 3.323 -0.592 -0.868
C 4.433 -1.447 -0.162
C 3.565 0.898 -1.113
C 3.519 1.755 0.180
H -0.497 -2.896 1.178
H 0.293 -1.853 2.126
H -1.105 -1.337 -0.394
H -1.974 -0.633 1.627
H -0.545 0.309 2.067
H -1.063 1.907 0.293
H -2.591 1.663 1.152
H -3.182 1.712 -1.105
H -1.941 0.603 -1.600
H -3.384 -1.015 -1.276
H -4.768 1.583 0.628
H -5.023 -2.259 -0.330
H -6.438 -1.301 -0.040
H 2.108 -1.810 0.169
H 3.395 -1.013 -1.867
H 2.804 1.288 -1.784
H 4.573 0.904 -1.582
H 1.741 2.580 -0.468
H 2.244 3.139 1.092
H 5.287 0.085 0.522
N 0.175 -2.134 1.126
N -3.513 -0.275 -0.593
N -5.322 0.717 0.555
N -5.511 -1.376 -0.448
N 2.072 -0.932 -0.275
N 2.407 2.541 0.296
O 0.698 0.686 -1.062
O 4.273 -2.651 -0.085
O 4.364 1.570 1.033
O 5.509 -0.859 0.274
```

No. 3
Computed, not measured: a gas-phase ion, C10H20NO2Si (charge -1) at a distorted geometry, with ωB97M-V with the def2-TZVPD basis set.

Properties
2S+1 = 3
total charge = -1
HOMO (spin up / spin down) = -0.5 / -4.5 eV
E = -24155.7808 eV

The geometry in XYZ format:
```
34
C10H20NO2Si ωB97M-V with the def2-TZVPD basis set
C 0.813 1.267 0.665
C -0.251 1.158 -0.117
C 2.037 0.318 0.511
C -1.483 2.040 -0.029
C 0.616 1.546 3.118
C 0.323 0.647 -2.379
C -1.048 -1.664 0.982
C 1.116 -2.569 -1.089
C -1.788 -2.183 -1.997
C 0.931 2.249 1.797
N -0.335 0.191 -1.172
O 2.814 0.587 -0.415
O 2.109 -0.590 1.355
Si -0.436 -1.495 -0.809
H -1.239 3.084 -0.230
H -1.934 1.982 0.961
H -2.213 1.704 -0.763
H 1.224 0.646 3.183
H -0.433 1.253 3.148
H 0.827 2.191 3.972
H 0.172 -0.082 -3.175
H -0.105 1.606 -2.692
H 1.396 0.778 -2.209
H -1.872 -0.989 1.195
H -1.373 -2.675 1.206
H -0.226 -1.413 1.642
H 1.489 -2.468 -2.106
H 1.898 -2.233 -0.417
H 0.935 -3.625 -0.902
H -1.509 -2.055 -3.039
H -1.940 -3.245 -1.831
H -2.741 -1.686 -1.851
H 0.265 3.107 1.657
H 1.961 2.619 1.830
```

No. 4
Computed, not measured: 5 unconnected molecules or ions with the total composition C10H20O20S5 at a distorted geometry, with ωB97M-V with the def2-TZVPD basis set.

Properties
2S+1 = 1
HOMO = -10.5 eV
E = -105814.9924 eV
relative energy (zero: lowest compared OMol25 entry of this formula, charge and spin) = 94.38 kJ/mol

The geometry in XYZ format:
```
55
C10H20O20S5 ωB97M-V with the def2-TZVPD basis set
C 3.256 7.336 4.746
C 3.360 6.044 5.566
O 4.583 5.464 5.135
S 4.744 5.738 3.541
O 3.859 4.897 2.824
O 6.128 5.719 3.157
O 4.164 7.232 3.668
H 3.524 8.144 5.426
H 2.258 7.543 4.361
H 2.646 5.230 5.389
H 3.380 6.210 6.641
C -1.277 3.859 5.030
C -2.526 4.705 5.355
O -2.067 6.067 5.390
S -0.493 6.197 5.108
O 0.280 6.314 6.297
O -0.294 7.177 4.066
O -0.317 4.727 4.458
H -1.594 3.111 4.303
H -0.836 3.347 5.886
H -2.847 4.483 6.373
H -3.355 4.526 4.677
C 9.852 5.817 2.147
C 9.504 6.928 3.190
O 9.218 8.045 2.385
S 10.165 8.074 1.089
O 11.511 8.455 1.477
O 9.475 8.750 0.014
O 10.090 6.463 0.905
H 8.984 5.166 2.031
H 10.674 5.170 2.448
H 10.348 7.162 3.848
H 8.681 6.709 3.867
C 6.447 9.138 2.437
C 5.650 9.310 1.107
O 4.378 9.781 1.494
S 4.444 10.632 2.860
O 3.311 10.480 3.737
O 4.835 11.964 2.517
O 5.707 9.783 3.434
H 7.390 9.636 2.220
H 6.611 8.092 2.682
H 5.550 8.400 0.520
H 6.107 10.103 0.509
C -0.982 8.827 1.382
C 0.508 8.841 1.693
O 0.639 9.731 2.783
S -0.605 10.773 2.980
O -0.142 12.052 2.566
O -1.216 10.612 4.271
O -1.487 10.075 1.835
H -1.351 8.004 1.999
H -1.290 8.783 0.342
H 1.220 9.253 0.961
H 1.014 7.899 1.909
```